The following is a DFT calculation (wB97M-V/def2-TZVPD) of an isolated molecule of C5H7N3 at a distorted geometry.

**Energy relative to the best compared isomer or geometry (same formula, charge and spin)**: 351.2 kJ/mol
**HOMO-LUMO gap**: 7.99 eV
**LUMO level**: 0.60 eV
**Energy**: -358.8846 hartree
**Molar mass**: 109.132 g/mol

ORCA input file:
```
! wB97M-V def2-TZVPD RIJCOSX def2/J DEFGRID3
* xyz 0 1
C 1.433 0.868 -0.091
N 0.100 0.369 -0.074
C -1.116 0.926 -0.198
C -2.088 -0.029 -0.248
C -3.448 0.266 -0.128
N -4.534 0.361 0.235
C -1.497 -1.380 -0.175
N -0.018 -1.045 -0.136
H 2.079 -0.109 -0.068
H 1.615 1.326 -1.110
H 1.491 1.609 0.730
H -1.347 2.028 -0.337
H -1.871 -1.891 0.808
H -1.710 -2.093 -1.103
H 0.521 -1.412 0.611
*
```

Here are the Mulliken charges for atoms 1 to 8, given in e: -0.844 0.354 -0.355 0.073 -0.001 -0.485 -0.078 -0.584

=====

The following is a DFT calculation (wB97M-V/def2-TZVPD) of an isolated molecule of C5H7N3 at a distorted geometry.

**Energy relative to the best compared isomer or geometry (same formula, charge and spin)**: 615.6 kJ/mol
**HOMO-LUMO gap**: 9.07 eV
**LUMO level**: 0.61 eV
**Energy**: -358.7839 hartree
**Molar mass**: 109.132 g/mol

ORCA input file:
```
! wB97M-V def2-TZVPD RIJCOSX def2/J DEFGRID3
* xyz 0 1
N -0.087 1.183 1.946
C 0.472 0.221 1.000
C -0.826 -0.753 0.791
C -0.529 -0.373 -0.744
N -0.470 -0.789 -2.055
N 0.531 -0.105 -2.652
C 1.178 0.748 -1.729
C 0.427 0.535 -0.464
H -0.922 1.885 2.015
H -0.234 0.630 2.881
H 1.317 -0.220 1.412
H -0.758 -1.954 0.974
H -1.698 -0.387 1.370
H -0.391 -1.911 -2.645
H 1.990 1.288 -2.101
*
```

Here are the Mulliken charges for atoms 1 to 8, given in e: -0.773 0.701 -0.653 0.107 -0.029 -0.606 -0.820 -0.039

=====

> Number 1 is which compound?

C5H7N3